Entry 1:
Below is a structure of composition C23H16ClF9IN2O2PRu, with properties calculated with wB97M-V/def2-TZVPD.

The energy above the lowest of the compared OMol25 structures with the same formula, charge and spin is 0.371 eV. Its spin multiplicity is 2. For the highest occupied orbital energy (alpha / beta), the calculation gives -11.682 / -11.699 eV. The charge is +1. The electronic energy comes out at -88132.2321 eV. As for the expectation value of S²: 1.25. The frontier orbital gap (alpha / beta) comes out at 5.50 / 6.16 eV.

Each line ends with the Löwdin charge.
Element x y z (Å)
Ru 2.141 -0.113 0.771  0.926
C -0.362 -2.472 -3.226  0.009
C -0.868 -2.690 -1.831  -0.221
N -1.919 -3.489 -1.660  0.158
C -2.369 -3.728 -0.427  -0.048
C -1.806 -3.206 0.723  -0.112
C -2.359 -3.606 2.076  -0.174
O -2.703 -2.504 2.912  -0.059
C -0.702 -2.359 0.565  -0.046
C -0.125 -1.829 1.802  -0.019
N 1.099 -1.557 2.082  -0.003
C 1.432 -1.396 3.484  -0.309
C 0.554 -1.707 4.522  0.008
C 0.908 -1.505 5.847  -0.030
C 2.160 -1.008 6.179  -0.040
C 3.076 -0.761 5.171  -0.125
C 2.698 -0.988 3.862  -0.609
I 4.174 -0.753 2.403  1.249
C -0.268 -2.115 -0.714  -0.117
O 0.848 -1.275 -0.883  -0.098
H -0.796 -3.234 -3.867  0.094
H 0.727 -2.527 -3.272  0.098
H -0.663 -1.493 -3.600  0.089
H -3.232 -4.382 -0.356  0.130
H -1.613 -4.177 2.627  0.136
H -3.214 -4.263 1.921  0.128
H -3.480 -2.059 2.557  0.115
H -0.861 -1.772 2.594  0.108
H -0.428 -2.110 4.317  0.110
H 0.194 -1.746 6.623  0.124
H 2.433 -0.831 7.211  0.123
H 4.070 -0.403 5.405  0.108
F -1.318 6.313 -4.962  0.148
C -0.938 5.221 -5.637  -0.593
F -1.963 4.861 -6.428  0.153
F 0.075 5.570 -6.443  0.149
C -0.548 4.093 -4.718  -0.107
C 0.171 3.027 -5.240  0.006
C 0.493 1.956 -4.426  -0.005
C 0.086 1.949 -3.091  -0.208
C -0.617 3.031 -2.572  0.004
C -0.934 4.105 -3.389  0.016
C 0.362 0.793 -2.272  0.052
C 0.595 -0.174 -1.620  -0.195
H 0.476 3.038 -6.278  0.131
H 1.059 1.120 -4.817  0.122
H -0.903 3.032 -1.525  0.104
H -1.479 4.950 -2.992  0.128
Cl 3.564 0.086 -0.941  0.108
F 1.551 2.222 0.490  -0.222
P 0.390 2.242 1.673  0.195
F -0.097 0.775 0.998  -0.218
F 1.016 3.527 2.303  -0.062
F -0.669 2.041 2.817  -0.079
F 1.480 1.267 2.527  -0.248
F -0.596 3.012 0.726  -0.080

Forces on the atoms, in the same order (eV/Å):
-0.1 -0.8 0.9
-0.1 0.0 0.1
0.0 -0.2 -0.1
0.0 0.1 0.2
0.1 0.0 -0.3
-0.3 -0.1 0.1
0.0 0.1 -0.1
0.0 -0.1 -0.1
0.0 0.4 0.3
0.0 -0.4 0.0
0.6 1.0 -0.1
-0.1 -0.3 0.1
-0.2 0.0 -0.1
0.0 0.0 0.0
0.0 0.0 0.0
0.0 0.0 0.1
0.4 0.1 -0.1
-0.5 0.3 -0.7
0.3 0.1 -0.3
0.0 0.8 -0.3
0.0 0.0 0.0
0.0 0.0 0.0
0.0 0.0 0.0
0.0 0.0 0.0
0.0 0.0 0.1
0.0 0.0 0.0
0.0 0.0 0.0
0.0 -0.2 0.1
0.0 0.0 0.1
0.0 0.0 0.0
0.0 0.0 0.0
0.0 0.0 0.0
0.0 0.0 0.0
0.0 0.0 0.0
-0.1 0.0 0.0
0.0 0.0 0.0
0.0 0.0 0.0
0.1 -0.1 0.0
0.0 0.0 -0.1
0.0 -0.2 0.1
-0.1 0.1 0.2
0.0 0.0 0.1
-0.1 0.9 -0.5
0.0 -1.1 0.4
0.0 0.0 0.0
0.0 0.0 0.0
0.0 0.0 -0.2
0.0 0.0 0.0
0.0 -0.2 0.6
0.1 0.1 -0.1
-0.2 0.2 -0.2
-0.2 -0.1 -0.1
0.0 0.0 0.1
0.0 0.0 0.1
0.3 -0.3 -0.1
-0.1 0.0 0.0

***

Entry 2:
Below is a cluster of 4 separate species, C23H16F6IO6PS in total, with properties calculated with wB97M-V/def2-TZVPD.

For the highest occupied orbital energy, the calculation gives -9.253 eV. Its SMILES is O=C1OC(=O)C(S(=O)(=O)C(F)(F)F)=C1P(O)I.Fc1ccccc1.Fc1ccccc1.Fc1ccccc1. The electronic energy comes out at -80922.9465 eV. The frontier orbital gap comes out at 7.14 eV.

Each line ends with the Löwdin charge.
Element x y z (Å)
O -0.377 -5.644 -2.005  0.147
C 0.105 -4.573 -2.198  -0.404
O 1.453 -4.419 -2.535  0.163
C 1.789 -3.225 -1.919  -0.399
O 2.627 -2.520 -2.372  0.197
C 0.654 -2.712 -1.088  -0.171
S 0.774 -1.497 0.175  0.743
O -0.292 -1.719 1.105  -0.271
O 2.034 -1.683 0.825  -0.238
C 0.606 0.268 -0.365  -0.682
F 0.771 0.998 0.724  0.164
F 1.562 0.551 -1.232  0.160
F -0.605 0.474 -0.841  0.173
C -0.429 -3.315 -1.559  -0.241
P -2.212 -2.802 -1.318  0.508
O -2.316 -2.008 -2.763  -0.366
I -3.657 -4.719 -1.418  0.524
H -2.943 -2.430 -3.361  0.036
F -0.992 2.601 5.503  0.045
C 0.255 2.174 5.203  -0.282
C 1.227 2.221 6.180  -0.020
C 2.505 1.781 5.873  -0.083
C 2.794 1.313 4.599  -0.088
C 1.802 1.278 3.629  -0.074
C 0.518 1.707 3.931  -0.011
H 0.982 2.597 7.164  0.117
H 3.277 1.804 6.630  0.104
H 3.793 0.975 4.362  0.103
H 2.031 0.917 2.640  0.086
H -0.273 1.681 3.193  0.108
F -3.747 -1.718 1.223  0.007
C -3.871 -0.531 1.849  -0.290
C -3.138 -0.301 2.994  -0.012
C -3.264 0.923 3.635  -0.084
C -4.123 1.890 3.130  -0.091
C -4.853 1.636 1.978  -0.085
C -4.726 0.418 1.326  -0.020
H -2.479 -1.070 3.374  0.121
H -2.693 1.122 4.530  0.091
H -4.220 2.841 3.635  0.103
H -5.525 2.387 1.585  0.103
H -5.281 0.202 0.423  0.115
F 3.625 -0.373 -7.570  0.058
C 3.081 0.320 -6.551  -0.287
C 2.526 1.558 -6.804  -0.020
C 1.962 2.267 -5.754  -0.084
C 1.968 1.736 -4.472  -0.094
C 2.535 0.491 -4.239  -0.083
C 3.093 -0.229 -5.285  -0.008
H 2.538 1.957 -7.809  0.117
H 1.518 3.235 -5.937  0.104
H 1.531 2.294 -3.654  0.097
H 2.547 0.076 -3.244  0.075
H 3.532 -1.204 -5.124  0.118

Forces on the atoms, in the same order (eV/Å):
-0.2 0.3 -1.2
0.3 -1.4 1.7
-0.9 0.5 0.8
0.1 1.4 -1.8
1.0 -0.1 0.7
-0.1 0.0 -0.8
0.3 -1.3 3.7
-1.3 0.4 -1.0
1.1 0.6 -1.4
0.1 -0.3 0.0
0.0 0.0 0.0
-0.3 0.2 -0.3
0.1 0.1 -0.5
-0.7 -0.9 -0.3
0.3 1.6 0.9
-0.2 -0.6 0.1
0.1 -0.3 -0.4
0.0 0.1 -0.3
0.0 0.0 0.0
0.2 -0.1 -0.1
-0.1 0.1 0.2
0.0 0.0 -0.1
0.1 0.0 0.0
0.1 0.1 0.2
-0.2 0.0 -0.2
0.0 0.0 0.0
0.0 0.0 0.0
0.0 0.0 0.0
0.0 -0.1 0.0
0.0 0.0 0.0
-0.1 0.0 0.0
0.0 0.2 0.1
0.2 -0.2 0.1
-0.1 0.0 -0.1
0.0 0.1 0.0
0.1 0.0 0.1
-0.1 0.0 -0.2
0.0 0.0 0.0
0.0 0.0 0.0
0.0 0.0 0.0
0.0 0.0 0.0
0.0 0.0 0.0
0.0 0.0 0.0
-0.1 0.1 0.2
0.0 0.1 -0.2
0.0 -0.1 0.1
0.0 0.0 0.1
0.0 0.1 -0.1
0.1 -0.2 0.0
0.0 0.0 0.0
0.0 0.0 0.0
0.0 0.0 0.0
0.1 -0.1 0.0
0.0 0.0 0.0

***

Entry 3:
Below is a structure of composition C23H16GdN7OS, with properties calculated with wB97M-V/def2-TZVPD.

Its spin multiplicity is 8. For the highest occupied orbital energy (alpha / beta), the calculation gives -12.845 / -14.290 eV. The charge is +2. The electronic energy comes out at -68239.8421 eV. As for the expectation value of S²: 15.92. The frontier orbital gap (alpha / beta) comes out at 5.44 / 4.87 eV.

Each line ends with the Löwdin charge.
Element x y z (Å)
Gd -0.707 -0.552 -2.213  1.530
C -0.670 -5.173 -1.424  -0.059
C -0.884 -3.935 -2.006  -0.074
N -0.909 -2.821 -1.277  -0.035
C -0.749 -2.923 0.052  -0.171
C -0.577 -4.180 0.618  -0.022
N -0.526 -5.292 -0.111  0.140
C -0.728 -1.663 0.861  -0.176
C -0.635 -1.680 2.236  0.075
C -0.569 -0.487 2.959  -0.075
C -0.590 0.692 2.217  0.074
C -0.699 0.651 0.842  -0.180
N -0.776 -0.509 0.174  -0.011
C -0.727 1.885 0.005  -0.203
C -0.545 3.151 0.532  0.004
N -0.561 4.227 -0.251  0.260
C -0.770 4.092 -1.562  -0.052
C -0.954 2.833 -2.090  -0.108
N -0.932 1.738 -1.321  -0.068
C -0.477 -0.479 4.446  -0.158
C -0.488 0.709 5.166  -0.004
C -0.399 0.665 6.549  -0.103
N -0.302 -0.468 7.245  0.096
C -0.293 -1.606 6.552  -0.102
C -0.378 -1.661 5.169  -0.002
H -0.619 -6.074 -2.024  0.132
H -1.030 -3.844 -3.075  0.125
H -0.460 -4.310 1.685  0.126
H -0.619 -2.623 2.756  0.103
H -0.530 1.643 2.719  0.103
H -0.381 3.320 1.588  0.143
H -0.788 4.981 -2.179  0.143
H -1.138 2.698 -3.148  0.124
H -0.570 1.677 4.691  0.104
H -0.407 1.584 7.125  0.119
H -0.211 -2.520 7.130  0.120
H -0.358 -2.634 4.697  0.106
O -0.218 0.118 -4.131  -0.358
N 0.871 0.871 -4.381  -0.184
C 0.890 1.578 -5.534  0.009
C 1.963 2.362 -5.842  -0.009
C 3.035 2.416 -4.950  -0.008
C 2.992 1.681 -3.785  -0.055
C 1.893 0.876 -3.489  -0.620
S 1.845 -0.121 -2.054  0.664
H 0.015 1.461 -6.156  0.152
H 1.962 2.920 -6.768  0.130
H 3.899 3.029 -5.169  0.132
H 3.809 1.696 -3.075  0.124

Forces on the atoms, in the same order (eV/Å):
-0.7 0.2 0.8
0.0 -0.1 0.2
0.0 0.0 -0.1
0.0 0.0 0.1
0.0 0.2 0.2
0.0 -0.3 0.0
0.0 0.2 0.0
0.0 -0.2 0.0
0.0 -0.1 0.0
0.0 0.1 0.1
0.0 -0.1 0.2
0.0 0.4 0.0
0.1 0.1 0.2
0.1 0.6 0.8
0.2 -0.1 1.6
-0.3 -1.9 -0.4
-0.1 1.1 -1.6
0.1 0.9 0.3
-0.3 -1.7 -0.7
0.0 0.0 -0.3
0.0 0.2 0.1
0.0 -0.2 0.1
0.0 0.0 -0.3
0.0 0.2 0.2
0.0 -0.2 0.0
0.0 0.0 0.0
0.0 0.0 0.0
0.0 0.0 0.0
0.0 0.0 0.0
0.0 0.0 0.0
0.0 -0.1 0.0
0.0 -0.1 -0.1
0.0 0.3 0.0
0.0 0.0 0.0
0.0 0.0 0.0
0.0 0.0 0.0
0.0 0.0 0.0
0.5 0.6 -1.1
0.1 0.0 -0.2
-0.1 -0.1 0.0
0.1 0.1 0.0
0.0 0.0 0.1
0.1 0.0 0.0
0.0 -0.1 0.0
0.1 0.0 -0.3
0.0 0.0 0.0
0.0 0.0 0.0
0.0 0.0 0.0
0.0 0.0 -0.1

***

Entry 4:
Below is a structure of composition C23H16O5PdSb, with properties calculated with wB97M-V/def2-TZVPD.

The energy above the lowest of the compared OMol25 structures with the same formula, charge and spin is 0.801 eV. Its spin multiplicity is 3. For the highest occupied orbital energy (alpha / beta), the calculation gives -2.406 / -5.427 eV. The charge is -1. The electronic energy comes out at -44360.7255 eV. As for the expectation value of S²: 2.02. The frontier orbital gap (alpha / beta) comes out at 4.52 / 6.33 eV.

Each line ends with the Löwdin charge.
Element x y z (Å)
Pd -0.324 -2.122 1.511  0.201
O -2.893 -0.110 6.380  0.133
C -2.486 -0.861 5.564  -0.272
C -1.430 -1.905 5.436  -0.296
O -0.556 -2.235 6.214  0.101
C -1.231 -2.305 3.984  -0.247
C -2.319 -1.505 3.158  -0.225
O -2.522 -1.615 1.918  -0.074
C -3.154 -0.598 4.119  -0.220
O -4.278 -0.184 3.895  0.102
O -0.193 -2.800 3.479  -0.103
H 1.248 -2.699 1.313  -0.070
C -0.532 -0.881 -5.241  -0.149
C -0.592 -2.047 -4.490  -0.065
C -0.361 -1.905 -3.048  -0.110
C -0.129 -0.683 -2.416  -0.358
C -0.293 0.473 -3.235  -0.115
C -0.442 0.357 -4.651  -0.112
Sb 0.333 -0.513 -0.311  1.461
C -0.803 1.312 0.081  -0.354
C -0.136 2.512 0.488  -0.133
C -0.933 3.452 1.157  -0.097
C -2.343 3.223 1.280  -0.108
C -2.918 1.985 1.022  -0.077
C -2.158 0.987 0.323  -0.134
C 2.291 -0.077 -0.779  -0.380
C 3.238 -1.124 -0.438  -0.137
C 4.569 -0.903 -0.600  -0.117
C 4.984 0.266 -1.229  -0.113
C 4.103 1.297 -1.599  -0.102
C 2.738 1.090 -1.438  -0.134
H -0.637 -0.882 -6.336  0.099
H -0.619 -2.994 -4.995  0.083
H -0.351 -2.718 -2.358  0.068
H -0.117 1.486 -2.915  0.076
H -0.482 1.334 -5.197  0.107
H 0.939 2.669 0.433  0.081
H -0.540 4.440 1.518  0.104
H -2.897 3.942 1.816  0.073
H -3.989 1.827 1.255  0.110
H -2.497 -0.007 0.093  0.067
H 2.827 -2.021 0.001  0.024
H 5.360 -1.681 -0.444  0.117
H 6.055 0.540 -1.200  0.100
H 4.469 2.267 -1.944  0.098
H 1.998 1.915 -1.575  0.096

Forces on the atoms, in the same order (eV/Å):
1.6 -0.1 -2.2
0.3 0.5 3.1
-1.8 1.1 -3.8
2.2 -0.8 -1.3
-0.5 0.1 1.3
-1.0 2.5 -0.6
-0.3 -0.4 -1.2
0.4 0.0 2.5
0.1 -3.4 -0.1
1.8 0.3 0.3
-2.3 -0.3 2.3
-0.2 -0.1 0.0
-0.7 -0.3 -1.1
1.2 1.3 2.5
-0.2 0.2 -1.7
-1.1 1.2 -1.6
0.8 -1.0 -1.6
0.1 1.6 2.2
-1.9 0.1 -0.5
1.2 -0.3 0.0
-2.0 -0.3 0.9
-0.9 0.6 -0.7
2.1 -1.0 0.6
-0.2 -0.8 -1.6
1.1 2.6 1.2
2.4 -0.4 -0.3
-2.3 1.4 -0.1
1.7 -0.6 -1.4
0.8 1.8 0.6
0.2 -0.7 0.1
-0.9 0.1 1.4
0.1 -0.4 0.5
-0.3 -0.4 0.2
0.0 -1.1 -0.2
-0.2 0.1 0.7
0.1 -1.2 0.2
-0.2 -0.3 -0.3
-0.2 -1.1 -0.4
-0.7 0.8 0.4
0.8 0.0 -0.1
-0.4 -0.1 0.1
0.1 -0.1 0.2
-1.0 0.7 0.3
-0.5 -0.5 -0.4
0.0 -0.4 -0.1
0.8 -0.7 -0.3

***

Entry 5:
Below is a structure of composition C23H17BrIN5O6S2Ti, with properties calculated with wB97M-V/def2-TZVPD.

The energy above the lowest of the compared OMol25 structures with the same formula, charge and spin is 2.038 eV. Its spin multiplicity is 3. For the highest occupied orbital energy (alpha / beta), the calculation gives 1.061 / -1.893 eV. The charge is -2. The electronic energy comes out at -166794.0253 eV. As for the expectation value of S²: 2.02. The frontier orbital gap (alpha / beta) comes out at 3.25 / 6.20 eV.

Each line ends with the Löwdin charge.
Element x y z (Å)
Ti 0.868 0.233 -0.721  0.637
I -0.690 2.906 0.028  1.159
C 0.679 3.254 1.547  -0.613
C 0.538 4.443 2.212  -0.201
C 1.369 4.744 3.311  -0.123
C 2.288 3.821 3.709  -0.074
C 2.440 2.587 3.029  -0.183
C 3.391 1.655 3.513  -0.079
C 3.548 0.471 2.861  -0.091
C 2.797 0.186 1.704  -0.177
C 1.848 1.025 1.160  -0.196
C 1.656 2.263 1.879  -0.229
H -0.225 5.145 1.906  0.066
H 1.255 5.686 3.834  0.085
H 2.925 4.009 4.568  0.095
H 3.968 1.905 4.398  0.091
H 4.263 -0.263 3.219  0.092
H 2.998 -0.756 1.210  0.034
O -3.549 -0.429 -0.656  -0.313
S -2.306 -1.021 -1.084  0.479
O -2.060 -2.388 -0.693  -0.285
O -1.179 -0.112 -0.811  -0.511
C -2.476 -1.105 -2.898  -0.186
C -3.719 -1.610 -3.274  -0.075
C -4.028 -1.861 -4.601  -0.098
C -3.088 -1.611 -5.587  -0.100
C -1.852 -1.095 -5.232  -0.070
C -1.540 -0.835 -3.901  -0.203
S 0.064 -0.075 -3.612  0.464
O -0.257 1.213 -3.004  -0.381
O 0.719 -0.008 -4.893  -0.314
O 0.715 -0.945 -2.614  -0.433
H -4.447 -1.799 -2.497  0.106
H -5.005 -2.254 -4.859  0.092
H -3.312 -1.809 -6.629  0.091
H -1.102 -0.875 -5.978  0.099
N -1.738 -1.951 2.858  0.050
C -2.476 -0.910 3.459  -0.155
C -1.863 0.245 3.089  -0.193
N -0.811 0.033 2.251  0.091
C -0.761 -1.297 2.077  -0.311
C 0.103 -2.049 1.273  -0.286
N 0.891 -1.646 0.232  -0.054
C 1.433 -2.793 -0.312  -0.186
C 0.996 -3.886 0.342  -0.124
N 0.192 -3.436 1.394  0.067
H -2.249 -2.705 2.414  0.115
H -3.322 -1.100 4.096  0.067
H -2.123 1.247 3.401  0.086
H 2.109 -2.724 -1.147  0.045
H 1.204 -4.929 0.183  0.082
H -0.559 -3.983 1.777  0.112
Br 3.634 -0.419 -1.511  0.020
N 2.574 2.782 -2.073  0.136
C 1.979 1.891 -1.592  -0.301
H 3.291 2.936 -2.755  0.084

Forces on the atoms, in the same order (eV/Å):
0.1 -1.2 0.3
-0.1 -0.1 -0.1
0.1 0.1 0.1
0.1 0.0 0.1
-0.1 0.0 -0.1
0.0 0.0 0.0
0.2 0.0 0.1
-0.1 0.1 0.0
0.0 0.0 0.0
0.0 -0.2 -0.1
-0.2 0.5 0.1
-0.1 0.0 -0.1
0.0 0.0 0.0
0.0 0.0 0.0
0.0 0.0 0.0
0.0 0.0 0.0
0.0 0.0 0.0
0.0 0.0 0.0
-0.2 -0.2 0.1
0.3 0.4 -0.5
-0.2 -0.1 0.0
0.0 0.0 0.0
-0.1 -0.2 0.1
0.0 0.0 -0.1
-0.1 0.0 0.0
0.1 0.0 0.0
-0.1 0.0 0.0
0.1 0.0 0.0
-0.4 0.0 0.5
0.2 0.2 -0.1
0.1 -0.1 -0.1
0.0 0.1 -0.2
0.0 0.0 0.0
0.0 0.0 0.0
0.0 0.0 0.0
0.0 0.0 0.0
0.0 0.0 0.0
0.1 0.0 -0.1
-0.1 0.1 0.1
0.1 -0.1 -0.1
-0.1 0.1 0.1
0.1 -0.1 0.0
-0.1 0.3 0.1
0.0 0.0 -0.1
0.0 0.0 0.0
0.0 0.0 0.0
0.0 0.0 0.0
0.0 0.0 0.0
0.0 0.0 0.0
0.0 0.0 0.0
0.0 0.0 0.0
0.0 0.0 0.0
0.0 0.1 0.0
-0.1 -0.2 -0.1
0.3 0.6 0.0
0.1 0.1 0.1